43
Properties=species:S:1:pos:R:3 method="wB97M-V/def2-TZVPD" homo_energy_ev=-8.86 multiplicity=1 lumo_ev=0.42 gap_ev=9.276
O -0.9788 -3.5011 0.5965
C -1.5308 -2.4193 0.2574
O -1.4423 -2.1061 -1.1531
C -2.2714 -1.4723 1.3368
C -3.5421 -0.6880 0.6707
C -3.1342 0.8604 0.6493
O -4.2053 1.7869 0.3075
S -5.2678 1.1602 -0.8331
O -5.6919 2.2392 -1.7857
O -6.6700 0.8319 0.0973
C -7.1236 -0.5193 -0.2681
O -7.9946 -1.0650 0.7405
O -7.5932 -2.3682 0.9399
H -2.3290 -2.3724 -1.5101
H -2.5710 -2.1196 2.2245
H -1.4945 -0.6992 1.7026
H -3.6633 -1.1584 -0.3699
H -4.4725 -0.8711 1.3264
H -2.8215 1.1239 1.7307
H -2.1927 1.0461 0.0121
H -7.6194 -0.4533 -1.3068
H -6.1790 -1.1666 -0.3013
H -7.6303 -2.5164 1.9151
C 3.2849 -0.5915 1.2888
S 1.8621 0.4162 0.8256
O 0.6313 -0.3830 1.1216
C 2.1442 0.3380 -0.9539
H 3.2861 -0.7080 2.3732
H 3.2147 -1.5742 0.8186
H 4.2031 -0.0894 0.9778
H 2.1439 -0.7017 -1.2868
H 3.0992 0.8102 -1.1926
H 1.3390 0.8780 -1.4543
C 8.0862 1.3740 0.0879
S 6.6627 2.3832 -0.3756
O 5.4331 1.5858 -0.0786
C 6.9430 2.3038 -2.1564
H 8.0880 1.2583 1.1722
H 8.0155 0.3911 -0.3813
H 9.0050 1.8743 -0.2232
H 6.9418 1.2640 -2.4889
H 7.8975 2.7749 -2.3977
H 6.1378 2.8439 -2.6559